180
Properties=species:S:1:pos:R:3 method="wB97M-V/def2-TZVPD" e_above_lowest_kj_mol=457.71 total_energy_ev=-125040.21385 smiles="CCOC(=O)OC.CCOC(=O)OC.CCOC(=O)OC.CCOC(=O)OC.CCOC(=O)OC.CCOC(=O)OC.CCOC(=O)OC.CCOC(=O)OC.CCOC(=O)OC.CCOC(=O)OC.CCOC(=O)OC.CCOC(=O)OC"
C 10.591 -2.327 1.820
C 9.588 -1.181 1.785
O 8.244 -1.617 1.609
C 7.184 -0.713 1.556
O 7.335 0.476 1.655
O 6.013 -1.429 1.427
C 4.763 -0.757 1.400
H 11.564 -1.870 1.999
H 10.494 -2.843 0.865
H 10.556 -3.108 2.579
H 9.828 -0.686 0.844
H 9.699 -0.444 2.579
H 3.968 -1.488 1.256
H 4.701 -0.115 0.521
H 4.657 -0.311 2.389
C 2.202 2.614 -0.267
C 1.833 1.189 0.016
O 0.549 0.849 -0.419
C 0.241 -0.451 -0.484
O 0.954 -1.405 -0.219
O -1.038 -0.472 -0.939
C -1.817 -1.638 -0.557
H 1.405 3.335 -0.086
H 2.523 2.606 -1.309
H 3.056 2.890 0.352
H 1.927 0.968 1.079
H 2.648 0.724 -0.539
H -1.595 -2.573 -1.071
H -2.822 -1.372 -0.884
H -1.818 -1.831 0.516
C 2.147 3.749 6.661
C 2.333 2.650 5.616
O 2.957 3.163 4.485
C 3.823 2.506 3.711
O 4.059 1.315 3.769
O 4.509 3.388 2.901
C 5.552 2.829 2.015
H 3.055 4.015 7.204
H 1.556 3.346 7.483
H 1.709 4.671 6.278
H 1.346 2.318 5.296
H 2.841 1.756 5.978
H 5.152 1.906 1.595
H 6.482 2.518 2.492
H 5.738 3.605 1.273
C 0.170 5.352 3.123
C -0.735 4.250 3.597
O -1.132 3.564 2.357
C -2.192 2.684 2.319
O -3.002 2.514 3.228
O -2.262 2.218 1.016
C -3.368 1.355 0.549
H -0.397 5.967 2.424
H 1.073 4.982 2.637
H 0.364 6.125 3.866
H -1.688 4.585 4.007
H -0.248 3.531 4.256
H -3.067 1.263 -0.494
H -4.284 1.929 0.687
H -3.487 0.412 1.083
C -4.726 -5.578 3.402
C -3.828 -4.326 3.489
O -2.659 -4.502 2.715
C -2.761 -4.548 1.418
O -3.804 -4.502 0.804
O -1.508 -4.532 0.869
C -0.235 -4.360 1.656
H -5.072 -5.845 2.404
H -5.644 -5.297 3.917
H -4.348 -6.420 3.983
H -3.531 -4.224 4.533
H -4.356 -3.451 3.110
H 0.529 -4.924 1.121
H -0.308 -4.855 2.624
H -0.059 -3.296 1.817
C 3.575 -3.799 -2.872
C 3.547 -2.280 -2.620
O 3.436 -1.671 -3.872
C 3.737 -0.355 -4.059
O 3.507 0.237 -5.113
O 4.400 0.219 -3.029
C 4.779 1.532 -3.058
H 2.748 -4.232 -3.435
H 3.769 -4.390 -1.977
H 4.406 -4.056 -3.528
H 4.412 -1.992 -2.023
H 2.709 -2.008 -1.978
H 4.228 2.012 -3.867
H 5.856 1.655 -3.169
H 4.511 2.027 -2.125
C -2.515 -7.083 -5.409
C -3.603 -6.068 -5.741
O -3.918 -5.193 -4.663
C -3.208 -4.078 -4.441
O -2.277 -3.637 -5.167
O -3.638 -3.477 -3.274
C -4.468 -4.143 -2.329
H -1.577 -6.546 -5.272
H -2.504 -7.922 -6.104
H -2.843 -7.518 -4.464
H -4.572 -6.445 -6.069
H -3.194 -5.438 -6.530
H -3.917 -4.966 -1.874
H -5.356 -4.550 -2.811
H -4.813 -3.391 -1.620
C 0.716 0.173 3.853
C -0.094 -1.027 3.425
O -1.437 -0.788 3.239
C -2.325 -0.820 4.220
O -2.083 -0.860 5.394
O -3.479 -0.832 3.640
C -4.684 -0.625 4.405
H 1.761 -0.040 3.628
H 0.531 0.309 4.918
H 0.315 1.020 3.296
H 0.120 -1.897 4.047
H 0.370 -1.162 2.448
H -4.770 -0.898 5.457
H -5.509 -1.112 3.885
H -4.910 0.439 4.470
C -1.601 3.018 -2.169
C -2.322 4.273 -1.934
O -2.903 4.778 -3.133
C -3.864 5.772 -3.203
O -4.340 6.111 -4.297
O -4.317 6.229 -2.036
C -5.481 7.024 -1.920
H -2.185 2.207 -2.604
H -1.221 2.611 -1.232
H -0.747 3.183 -2.826
H -1.608 4.980 -1.512
H -3.134 4.060 -1.239
H -6.431 6.563 -2.188
H -5.430 7.895 -2.574
H -5.469 7.462 -0.922
C -5.549 0.179 -5.353
C -5.385 -0.156 -3.892
O -6.547 0.151 -3.116
C -6.448 0.171 -1.763
O -5.535 -0.229 -1.005
O -7.638 0.599 -1.349
C -7.946 0.637 0.067
H -6.335 -0.421 -5.812
H -4.637 0.023 -5.930
H -5.878 1.207 -5.505
H -4.517 0.309 -3.424
H -5.149 -1.208 -3.738
H -8.355 -0.340 0.325
H -8.703 1.385 0.302
H -7.071 0.791 0.698
C 0.983 6.050 -0.695
C 0.748 7.526 -0.377
O 1.501 8.523 -1.160
C 2.891 8.463 -1.274
O 3.548 7.680 -0.672
O 3.282 9.553 -2.007
C 4.594 9.957 -2.083
H 0.643 5.788 -1.697
H 0.272 5.503 -0.075
H 1.972 5.635 -0.504
H 1.002 7.618 0.679
H -0.289 7.848 -0.293
H 5.073 9.811 -1.115
H 4.761 11.005 -2.332
H 5.159 9.328 -2.772
C -0.019 -5.100 -2.447
C 0.284 -6.580 -2.745
O 0.256 -7.340 -1.534
C 1.365 -7.413 -0.763
O 2.376 -6.707 -0.808
O 1.137 -8.388 0.114
C 2.111 -8.740 1.115
H 0.696 -4.673 -1.744
H -1.033 -5.044 -2.050
H -0.097 -4.413 -3.290
H 1.188 -6.713 -3.340
H -0.433 -7.004 -3.448
H 2.866 -9.359 0.631
H 1.530 -9.369 1.791
H 2.518 -7.852 1.599